Record 1
The following is a quantum chemistry calculation of a molecular structure, C39H43As2ClReSi2, from OMol25.

```
88
C39H43As2ClReSi2 ωB97M-V with the def2-TZVPD basis set
C -2.4519 -1.2779 4.1096
C -3.1206 -0.5715 3.0234
C -2.9872 -1.3405 1.8230
H -3.7414 0.3191 3.1450
C -2.2366 -2.5351 2.1562
C -1.8922 -2.4743 3.5588
H -1.4060 -3.2656 4.1207
H -2.5216 -1.0224 5.1517
H -3.4470 -1.1304 0.8732
H -2.0234 -3.3606 1.4752
Re -1.1323 -0.8366 2.5227
Si -1.2946 -0.7271 -3.7166
C -0.7450 0.8404 -4.8340
C 0.5932 0.9392 -5.1890
H 1.2754 0.0918 -5.0762
C 1.0852 2.1586 -5.6954
H 2.1568 2.2789 -5.8924
C 0.2032 3.2600 -5.8815
H 0.5999 4.2554 -6.2527
C -1.1747 3.0953 -5.6048
H -1.8513 3.9556 -5.7717
C -1.6537 1.8844 -5.0731
H -2.7247 1.7442 -4.8886
C -0.4207 -2.0966 -4.7838
C -0.8985 -2.3332 -6.0901
H -1.7496 -1.7650 -6.4412
C -0.2172 -3.2789 -6.8640
H -0.5931 -3.4650 -7.8784
C 0.9173 -3.9625 -6.3723
H 1.3903 -4.7258 -6.9859
C 1.4133 -3.6491 -5.0989
H 2.3211 -4.1478 -4.7128
C 0.7573 -2.7116 -4.3025
H 1.1790 -2.4463 -3.3540
H -2.7528 -0.6400 -3.7999
Si 1.3507 0.2359 -1.7321
C 0.1840 -1.2094 -1.4074
C -1.2436 -1.3891 -1.5896
H -2.0382 -0.6220 -1.5686
C -1.8466 -2.6550 -1.3273
H -2.9151 -2.7662 -1.4537
C -1.0533 -3.7380 -0.9771
H -1.5009 -4.7445 -0.9258
C 0.3012 -3.5424 -0.6794
H 0.8880 -4.3810 -0.3061
C 0.9042 -2.3051 -0.9242
H 2.0110 -2.1676 -0.7105
C 0.1522 1.6658 -1.5234
C -1.0480 1.3427 -0.8325
H -1.1622 0.3580 -0.3600
C -2.0607 2.2770 -0.7246
H -2.9796 1.9338 -0.2801
C -1.8536 3.5746 -1.2074
H -2.6828 4.2749 -1.1154
C -0.6253 3.9113 -1.7988
H -0.4964 4.9654 -2.1341
C 0.4007 2.9701 -2.0215
H 1.3308 3.2471 -2.5454
H 2.6509 0.6163 -1.0031
Cl 0.9729 0.0737 1.5017
C 0.2132 3.0718 2.1163
As -0.3106 1.7407 3.4669
C -1.5674 2.6799 4.6521
C 1.3306 1.7259 4.5886
C 1.7851 2.9176 5.1695
C 2.9758 2.9260 5.9327
C 3.6668 1.7595 6.1473
C 3.2131 0.5385 5.6025
C 2.0455 0.5236 4.8228
As 1.3908 -1.2027 4.0631
C 1.3329 -2.3013 5.6915
C 3.0322 -1.7709 3.1457
H -0.5417 3.0836 1.3223
H 0.2825 4.0528 2.5998
H 1.1767 2.7819 1.6886
H -1.5412 2.1553 5.6107
H -1.2328 3.7160 4.7429
H -2.5477 2.5996 4.1742
H 1.2272 3.8418 5.0224
H 3.3244 3.8711 6.3598
H 4.5908 1.7587 6.7361
H 3.7553 -0.3824 5.7892
H 0.5320 -1.8934 6.3123
H 1.1100 -3.3209 5.3680
H 2.3026 -2.2284 6.1877
H 3.9052 -1.5069 3.7517
H 3.0787 -1.2668 2.1779
H 2.9738 -2.8561 3.0038
```

## Properties
Spin multiplicity = 4
⟨S²⟩ = 3.77
ΔE to the lowest compared entry with this formula, charge and spin = 114.7 kcal per mole
Frontier orbital gap (alpha / beta) = 5.68 / 6.45 eV
Net charge = +2


Record 2
The following is a quantum chemistry calculation of 3 unconnected molecules or ions with the total composition C24H44F3O5S3, from OMol25.

```
79
C24H44F3O5S3 ωB97M-V with the def2-TZVPD basis set
C -3.1416 1.0093 -3.7774
C -3.3673 1.2428 -2.2651
C -3.0412 -0.1049 -1.5708
C -4.8510 1.6291 -2.1098
C -2.3899 2.3569 -1.8693
C -2.5910 3.1195 -0.5199
C -3.1689 2.2623 0.6087
C -3.4758 4.3709 -0.6575
C -1.1921 3.6386 -0.1282
C -0.5078 4.4741 -1.0312
C 0.7792 4.9309 -0.7409
C 1.4215 4.5586 0.4336
O 2.7189 4.9851 0.6714
C 3.7065 3.9849 0.4715
C 3.4298 3.0159 -0.6504
O 2.6249 1.9212 -0.2119
C 2.6034 0.8645 -1.1045
C 1.6565 -0.1713 -0.5100
S 2.4900 -1.2780 0.6410
C 1.6362 -1.2843 2.2216
O 2.2623 -0.3424 3.0679
C 1.5827 -0.1165 4.2286
F 2.2503 0.7644 4.9148
F 0.3645 0.3355 3.9812
F 1.4604 -1.2332 4.9272
C 0.7528 3.7596 1.3520
C -0.5403 3.3061 1.0569
H -3.4531 1.8669 -4.3681
H -2.0921 0.7917 -3.9797
H -3.7080 0.1311 -4.0756
H -2.7078 -0.8427 -2.2924
H -2.1947 0.0394 -0.8989
H -3.8703 -0.4818 -0.9806
H -5.2581 1.2044 -1.1970
H -5.4142 1.1643 -2.9148
H -5.0147 2.6991 -2.1418
H -2.4577 3.1107 -2.6543
H -1.3632 1.9935 -1.8907
H -2.6900 1.2927 0.6858
H -4.2374 2.1393 0.4708
H -3.0651 2.7950 1.5494
H -4.5340 4.1369 -0.5964
H -3.2459 4.9285 -1.5600
H -3.2621 5.0435 0.1721
H -0.9547 4.7675 -1.9675
H 1.3041 5.5692 -1.4381
H 3.9107 3.4269 1.3892
H 4.6260 4.5019 0.2091
H 2.9797 3.5025 -1.5141
H 4.3937 2.6220 -0.9918
H 2.2002 1.1177 -2.0887
H 3.5960 0.4193 -1.2679
H 1.1672 -0.7890 -1.2563
H 0.8786 0.3750 0.0200
H 3.6452 -0.6494 0.9315
H 1.7555 -2.2938 2.6086
H 0.5774 -1.0824 2.0697
H 1.2082 3.4744 2.2875
H -1.0087 2.6716 1.7916
C 1.9606 -5.7601 3.6320
S 3.3470 -5.3845 2.5529
O 2.7768 -4.9408 1.2422
C 3.9088 -7.0743 2.3578
H 1.4348 -4.8315 3.8473
H 1.2875 -6.4576 3.1335
H 2.3333 -6.1881 4.5618
H 3.1044 -7.6800 1.9410
H 4.2188 -7.4632 3.3272
H 4.7577 -7.0690 1.6779
C -1.4061 -4.3435 -0.6123
S -0.0055 -3.9820 -1.6804
O -0.5485 -3.5871 -3.0021
C 0.5824 -5.6704 -1.8058
H -1.9428 -3.4133 -0.4336
H -2.0651 -5.0567 -1.1063
H -1.0443 -4.7488 0.3335
H -0.2100 -6.2973 -2.2140
H 0.8859 -6.0195 -0.8185
H 1.4404 -5.6773 -2.4741
```

## Properties
ΔE to the lowest compared entry with this formula, charge and spin = 0.0 kcal per mole
Frontier orbital gap = 7.83 eV
Net charge = +1


Record 3
The following is a quantum chemistry calculation of 2 unconnected molecules or ions with the total composition C6H15O2, from OMol25.

```
23
C6H15O2 ωB97M-V with the def2-TZVPD basis set
C -1.7986 0.1579 0.4870
O -2.4320 -0.4991 1.4844
C -0.3786 -0.3814 0.2499
C 0.7562 0.6976 0.2791
C 0.7388 1.5790 -0.9599
C 0.7639 0.8458 -2.3246
C 2.2041 0.2376 -2.5312
H -1.9269 1.2351 0.6792
H -2.3237 0.0259 -0.6631
H -0.4828 -0.9798 -0.6566
H -0.0909 -1.0696 1.1067
H 0.9351 1.1524 1.2855
H 1.7424 0.2987 0.0063
H -0.0070 2.3631 -1.1298
H 1.6738 2.2092 -0.9109
H 0.5456 1.5620 -3.1234
H -0.0273 0.0670 -2.3583
H 2.8510 1.0985 -2.3140
H 2.4250 -0.5794 -1.8609
H 2.3311 -0.0217 -3.5909
H 0.3978 -2.6618 2.5552
H -0.8653 -1.8935 2.5230
O -0.1946 -2.2028 3.1603
```

## Properties
ΔE to the lowest compared entry with this formula, charge and spin = 40.0 kcal per mole
Frontier orbital gap = 5.98 eV
Net charge = -1


Record 4
The following is a quantum chemistry calculation of a molecular structure, C14H34N3O5PV, from OMol25.

```
58
C14H34N3O5PV ωB97M-V with the def2-TZVPD basis set
V -0.3071 0.0761 -0.9550
C -3.0371 0.9622 -0.1077
C -2.7741 1.7838 -1.3562
O -1.3523 1.8123 -1.5460
C -0.8974 2.3938 -2.7811
C 0.5658 2.0267 -2.9257
O 0.7935 0.6165 -2.7048
C 0.5352 -0.3020 -3.7862
C -0.8963 -0.8081 -3.7837
O -1.2309 -1.1593 -2.4269
C -2.6243 -1.4594 -2.2143
C -2.8675 -1.4299 -0.7176
O -2.2860 -0.2705 -0.0931
H -4.1026 0.7506 -0.0037
H -2.6986 1.5017 0.7759
H -3.1499 2.7997 -1.2140
H -3.2465 1.3619 -2.2474
H -1.0076 3.4795 -2.7406
H -1.5099 2.0142 -3.6026
H 1.1584 2.5189 -2.1554
H 0.9484 2.3140 -3.9060
H 1.2297 -1.1266 -3.6269
H 0.7728 0.1681 -4.7417
H -0.9786 -1.6884 -4.4247
H -1.6080 -0.0569 -4.1339
H -2.8525 -2.4500 -2.6129
H -3.2283 -0.7233 -2.7492
H -2.3803 -2.2773 -0.2346
H -3.9362 -1.4774 -0.5012
C 1.1836 -2.0132 0.0113
N 0.6271 -1.4455 1.2401
C 0.4803 -2.5079 2.2493
P 1.2246 0.0743 1.6695
O 0.8818 0.9525 0.4741
N 0.4881 0.4011 3.0817
C -0.9678 0.3105 3.1990
C 1.0765 1.3189 4.0647
N 2.8293 0.1057 1.9029
C 3.4671 -0.7108 2.9369
C 3.7607 0.9125 1.1145
H 0.5501 -2.8268 -0.3436
H 2.2013 -2.3964 0.1475
H 1.3053 -1.2769 -0.8054
H -0.2630 -3.2269 1.9034
H 0.1483 -2.0930 3.1954
H 1.4231 -3.0390 2.4078
H -1.3794 -0.3393 2.4289
H -1.4192 1.3025 3.1067
H -1.2299 -0.0932 4.1775
H 2.1599 1.3130 3.9994
H 0.7853 0.9910 5.0621
H 0.7167 2.3382 3.9096
H 2.7201 -1.2170 3.5465
H 4.0692 -0.0793 3.5927
H 4.1215 -1.4577 2.4837
H 3.2190 1.5055 0.3845
H 4.4740 0.2645 0.6013
H 4.3145 1.5821 1.7749
```

## Properties
Spin multiplicity = 4
⟨S²⟩ = 3.75
ΔE to the lowest compared entry with this formula, charge and spin = 0.0 kcal per mole
Frontier orbital gap (alpha / beta) = 9.49 / 10.12 eV
Net charge = +2


Please write out number 2 again, unchanged.
The following is a quantum chemistry calculation of 3 unconnected molecules or ions with the total composition C24H44F3O5S3, from OMol25.

```
79
C24H44F3O5S3 ωB97M-V with the def2-TZVPD basis set
C -3.1416 1.0093 -3.7774
C -3.3673 1.2428 -2.2651
C -3.0412 -0.1049 -1.5708
C -4.8510 1.6291 -2.1098
C -2.3899 2.3569 -1.8693
C -2.5910 3.1195 -0.5199
C -3.1689 2.2623 0.6087
C -3.4758 4.3709 -0.6575
C -1.1921 3.6386 -0.1282
C -0.5078 4.4741 -1.0312
C 0.7792 4.9309 -0.7409
C 1.4215 4.5586 0.4336
O 2.7189 4.9851 0.6714
C 3.7065 3.9849 0.4715
C 3.4298 3.0159 -0.6504
O 2.6249 1.9212 -0.2119
C 2.6034 0.8645 -1.1045
C 1.6565 -0.1713 -0.5100
S 2.4900 -1.2780 0.6410
C 1.6362 -1.2843 2.2216
O 2.2623 -0.3424 3.0679
C 1.5827 -0.1165 4.2286
F 2.2503 0.7644 4.9148
F 0.3645 0.3355 3.9812
F 1.4604 -1.2332 4.9272
C 0.7528 3.7596 1.3520
C -0.5403 3.3061 1.0569
H -3.4531 1.8669 -4.3681
H -2.0921 0.7917 -3.9797
H -3.7080 0.1311 -4.0756
H -2.7078 -0.8427 -2.2924
H -2.1947 0.0394 -0.8989
H -3.8703 -0.4818 -0.9806
H -5.2581 1.2044 -1.1970
H -5.4142 1.1643 -2.9148
H -5.0147 2.6991 -2.1418
H -2.4577 3.1107 -2.6543
H -1.3632 1.9935 -1.8907
H -2.6900 1.2927 0.6858
H -4.2374 2.1393 0.4708
H -3.0651 2.7950 1.5494
H -4.5340 4.1369 -0.5964
H -3.2459 4.9285 -1.5600
H -3.2621 5.0435 0.1721
H -0.9547 4.7675 -1.9675
H 1.3041 5.5692 -1.4381
H 3.9107 3.4269 1.3892
H 4.6260 4.5019 0.2091
H 2.9797 3.5025 -1.5141
H 4.3937 2.6220 -0.9918
H 2.2002 1.1177 -2.0887
H 3.5960 0.4193 -1.2679
H 1.1672 -0.7890 -1.2563
H 0.8786 0.3750 0.0200
H 3.6452 -0.6494 0.9315
H 1.7555 -2.2938 2.6086
H 0.5774 -1.0824 2.0697
H 1.2082 3.4744 2.2875
H -1.0087 2.6716 1.7916
C 1.9606 -5.7601 3.6320
S 3.3470 -5.3845 2.5529
O 2.7768 -4.9408 1.2422
C 3.9088 -7.0743 2.3578
H 1.4348 -4.8315 3.8473
H 1.2875 -6.4576 3.1335
H 2.3333 -6.1881 4.5618
H 3.1044 -7.6800 1.9410
H 4.2188 -7.4632 3.3272
H 4.7577 -7.0690 1.6779
C -1.4061 -4.3435 -0.6123
S -0.0055 -3.9820 -1.6804
O -0.5485 -3.5871 -3.0021
C 0.5824 -5.6704 -1.8058
H -1.9428 -3.4133 -0.4336
H -2.0651 -5.0567 -1.1063
H -1.0443 -4.7488 0.3335
H -0.2100 -6.2973 -2.2140
H 0.8859 -6.0195 -0.8185
H 1.4404 -5.6773 -2.4741
```

## Properties
ΔE to the lowest compared entry with this formula, charge and spin = 0.0 kcal per mole
Frontier orbital gap = 7.83 eV
Net charge = +1


> Which of these has the highest ΔE to the lowest compared entry with this formula, charge and spin?

C39H43As2ClReSi2